DFT (ωB97M-V with the def2-TZVPD basis set) results for a molecular structure, C21H30BMgN8O2S3.

Output
Multiplicity ... 2
Largest force on an atom ... 3.92 eV/A
Lowest unoccupied orbital energy (alpha / beta) ... 0.066 / 0.063 eV
Kohn-Sham gap (alpha / beta) ... 4.82 / 7.32 eV
E_HOMO (alpha / beta) ... -4.8 / -7.3 eV
Energy ... -76907.0078 eV

CARTESIAN COORDINATES (ANGSTROEM)
Mg (0.858, -1.196, 0.346)
C (1.717, 0.313, 3.744)
C (0.652, 0.909, 2.961)
C (-0.166, 1.985, 3.313)
C (-0.869, 2.313, 2.129)
N (-0.561, 1.432, 1.152)
N (0.439, 0.559, 1.657)
B (-1.003, 1.328, -0.336)
N (-1.896, -0.030, -0.411)
C (-3.248, -0.197, -0.263)
C (-3.548, -1.509, -0.281)
C (-2.291, -2.208, -0.380)
C (-2.028, -3.648, -0.319)
N (-1.286, -1.236, -0.444)
N (0.148, 1.167, -1.386)
C (0.479, 2.102, -2.390)
C (1.622, 1.767, -3.024)
C (1.956, 0.432, -2.457)
C (3.044, -0.385, -2.964)
N (1.123, 0.128, -1.462)
N (-2.075, 2.482, -0.581)
C (-1.711, 3.852, -0.477)
C (-2.798, 4.659, -0.747)
C (-3.814, 3.696, -1.258)
C (-5.138, 3.925, -1.893)
N (-3.345, 2.443, -1.104)
H (2.239, -0.433, 3.113)
H (1.337, -0.345, 4.631)
H (2.466, 0.971, 4.105)
H (0.066, 2.585, 4.151)
H (-1.776, 2.875, 2.078)
H (-3.802, 0.691, -0.029)
H (-4.537, -1.859, -0.170)
H (-3.036, -4.067, -0.159)
H (-1.246, -3.902, 0.475)
H (-1.783, -4.029, -1.300)
H (-0.098, 3.026, -2.605)
H (2.121, 2.284, -3.818)
H (3.848, -0.470, -2.288)
H (3.396, 0.006, -3.922)
H (2.594, -1.436, -3.147)
H (-0.730, 4.123, -0.147)
H (-2.876, 5.718, -0.667)
H (-5.174, 3.312, -2.822)
H (-5.424, 5.008, -2.192)
H (-5.984, 3.435, -1.342)
S (-2.615, -0.852, 2.954)
C (-1.257, -1.786, 3.173)
S (0.091, -2.569, 2.519)
S (-1.617, -1.461, 4.743)
C (3.498, 0.193, 1.051)
O (3.006, -1.157, 1.008)
C (3.929, -2.091, 0.507)
C (3.102, -3.295, 0.020)
O (1.991, -2.823, -0.755)
C (1.497, -3.855, -1.562)
H (3.928, 0.515, 0.040)
H (4.298, 0.277, 1.869)
H (2.642, 0.723, 1.409)
H (4.610, -2.452, 1.286)
H (4.509, -1.671, -0.323)
H (2.637, -3.904, 0.901)
H (3.730, -4.080, -0.599)
H (2.290, -4.034, -2.284)
H (0.632, -3.491, -2.075)
H (1.234, -4.765, -0.950)